Formula: C27H47N3O3
Source: the OMol25 dataset
Level of theory: wB97M-V/def2-TZVPD

```
80
C27H47N3O3 | the OMol25 dataset | wB97M-V/def2-TZVPD
N 1.248 3.126 2.709
C 0.401 2.013 3.147
C -1.067 2.037 2.684
C -1.710 3.436 2.666
C -1.727 4.157 1.341
C -1.713 5.492 1.241
C -1.715 6.172 -0.083
O -2.249 7.246 -0.244
C -1.023 5.421 -1.177
C -0.329 6.033 -2.227
C -0.185 7.526 -2.356
C 0.744 8.127 -1.296
O 0.258 9.405 -0.921
C 0.300 5.198 -3.153
C 0.242 3.812 -3.060
C -0.469 3.217 -2.031
C -1.086 4.030 -1.095
C -1.797 3.399 0.052
O -2.385 2.346 -0.052
H 1.299 3.859 3.400
H 0.944 3.532 1.834
H 0.449 1.970 4.235
H 0.855 1.089 2.783
H -1.644 1.418 3.373
H -1.142 1.545 1.719
H -2.717 3.378 3.078
H -1.142 4.080 3.342
H -1.726 6.103 2.136
H -1.151 8.017 -2.266
H 0.202 7.743 -3.352
H 0.797 7.456 -0.433
H 1.757 8.206 -1.702
H 0.555 9.602 -0.031
H 0.856 5.651 -3.964
H 0.756 3.207 -3.794
H -0.525 2.141 -1.934
C 3.476 0.903 -1.348
C 2.351 0.248 -0.562
N 1.552 -0.671 -1.352
C 0.318 -1.065 -0.695
C 0.417 -1.872 0.604
C 2.286 -1.731 -2.022
C 3.127 -2.681 -1.157
H 3.088 1.397 -2.241
H 3.966 1.653 -0.726
H 4.238 0.186 -1.655
H 1.675 1.034 -0.211
H 2.776 -0.217 0.342
H -0.283 -1.625 -1.418
H -0.247 -0.149 -0.488
H 0.706 -2.907 0.420
H -0.558 -1.893 1.096
H 1.127 -1.437 1.308
H 2.944 -1.268 -2.761
H 1.566 -2.311 -2.603
H 3.704 -2.142 -0.405
H 3.836 -3.221 -1.788
H 2.516 -3.424 -0.646
C -2.076 -4.858 -0.804
C -2.349 -5.911 0.258
N -1.636 -7.153 0.023
C -2.084 -8.245 0.869
C -1.862 -8.129 2.382
C -0.199 -7.026 -0.150
C 0.607 -6.368 0.979
H -2.300 -5.239 -1.801
H -2.698 -3.981 -0.624
H -1.036 -4.527 -0.785
H -3.418 -6.144 0.255
H -2.132 -5.474 1.247
H -1.610 -9.163 0.509
H -3.155 -8.373 0.687
H -0.819 -8.284 2.657
H -2.449 -8.891 2.897
H -2.176 -7.158 2.767
H -0.021 -6.462 -1.068
H 0.197 -8.025 -0.347
H 0.119 -5.467 1.355
H 1.590 -6.075 0.606
H 0.768 -7.041 1.821
```

For the orbital gap, the calculation gives 0.2660 hartree. For the HOMO energy, the calculation gives -8.1 eV. As for the charge: 0. The SMILES is NCCCC1=CC(=O)c2c(CCO)cccc2C1=O.CCN(CC)CC.CCN(CC)CC.

Formula: C27H47N4O4Sm
Source: the OMol25 dataset
Level of theory: wB97M-V/def2-TZVPD

```
83
C27H47N4O4Sm | the OMol25 dataset | wB97M-V/def2-TZVPD
Sm -0.309 -1.008 1.648
C 1.928 0.516 -3.336
C 1.268 -0.653 -2.604
C -0.159 -0.958 -3.118
C -1.321 0.056 -3.070
C -2.526 -0.661 -3.680
C -1.090 1.358 -3.836
N -1.580 0.438 -1.606
C -2.875 0.088 -0.962
C -3.305 1.067 0.142
N -2.246 1.482 1.077
C -2.724 1.307 2.485
C -1.948 0.073 2.873
O -0.778 0.222 3.333
O -2.321 -1.037 2.428
C -1.790 2.900 0.929
C -1.859 3.536 -0.461
C -0.424 3.097 1.630
C 0.943 2.601 1.091
C 1.986 3.315 1.967
C 1.199 2.975 -0.364
N 1.041 1.106 1.294
C 2.349 0.497 0.905
C 2.485 0.116 -0.582
N 1.338 -0.641 -1.102
C 1.430 -2.038 -0.645
C 0.026 -2.666 -0.439
O -0.140 -3.855 -0.553
O -0.877 -1.794 -0.132
H 1.708 0.403 -4.394
H 3.009 0.471 -3.237
H 1.596 1.500 -3.026
H 1.847 -1.529 -2.935
H -0.508 -1.864 -2.617
H -0.033 -1.224 -4.169
H -2.283 -0.960 -4.697
H -3.400 -0.020 -3.752
H -2.767 -1.566 -3.130
H -0.786 1.148 -4.857
H -0.324 1.988 -3.394
H -2.016 1.924 -3.896
H -0.829 -0.020 -1.043
H -1.472 1.458 -1.519
H -2.796 -0.926 -0.559
H -3.667 0.097 -1.705
H -4.075 0.521 0.692
H -3.801 1.939 -0.292
H -3.801 1.149 2.561
H -2.455 2.152 3.116
H -2.483 3.520 1.519
H -1.216 3.092 -1.212
H -1.547 4.572 -0.353
H -2.875 3.573 -0.843
H -0.512 2.699 2.643
H -0.318 4.177 1.735
H 1.890 4.390 1.849
H 3.008 3.070 1.692
H 1.845 3.086 3.021
H 0.819 3.974 -0.550
H 0.724 2.262 -1.030
H 2.267 3.004 -0.566
H 1.035 1.056 2.323
H 2.493 -0.403 1.529
H 3.181 1.172 1.131
H 3.417 -0.456 -0.694
H 2.592 1.017 -1.172
H 1.945 -2.093 0.325
H 1.997 -2.673 -1.340
C 2.221 -5.301 1.095
C 1.661 -4.255 1.995
C 2.479 -3.287 2.580
C 1.965 -2.346 3.471
C 0.605 -2.371 3.811
C -0.241 -3.327 3.201
C 0.293 -4.248 2.300
H 1.618 -5.378 0.191
H 2.185 -6.271 1.589
H 3.255 -5.088 0.834
H 3.544 -3.315 2.392
H 2.643 -1.677 3.993
H 0.249 -1.787 4.660
H -1.269 -3.445 3.549
H -0.334 -5.023 1.879
```

For the orbital gap (spin up / spin down), the calculation gives 0.3412 / 0.3667 hartree. For the HOMO energy (spin up / spin down), the calculation gives -15.0 / -15.0 eV. As for the charge: +2. Its spin multiplicity is 6.

Formula: C27H48GeN5P2ReS
Source: the OMol25 dataset
Level of theory: wB97M-V/def2-TZVPD

```
85
C27H48GeN5P2ReS | the OMol25 dataset | wB97M-V/def2-TZVPD
Re 0.038 -0.331 -0.182
C -2.232 1.905 3.443
C -1.764 0.891 2.437
N -0.523 0.508 2.291
N 0.446 0.988 3.092
C 1.753 0.685 2.916
N 2.618 1.295 3.747
S 2.286 -0.423 1.789
C -2.717 0.326 1.507
C -4.104 0.444 1.699
C -4.974 -0.073 0.765
C -4.447 -0.696 -0.365
C -3.076 -0.812 -0.466
N -2.221 -0.329 0.432
H -1.442 2.596 3.732
H -2.598 1.415 4.347
H -3.036 2.507 3.027
H 0.215 1.710 3.774
H 2.340 2.045 4.360
H 3.600 1.147 3.605
H -4.490 0.913 2.590
H -6.040 0.006 0.913
H -5.083 -1.082 -1.144
H -2.632 -1.314 -1.319
C 0.392 -2.810 3.505
P -0.534 -2.481 1.951
C -2.231 -2.619 2.664
C -0.454 -4.160 1.160
C -1.101 -4.069 -0.219
P -0.222 -2.800 -1.248
C -0.900 -3.147 -2.921
C 1.414 -3.609 -1.376
H 0.061 -3.745 3.957
H 0.198 -1.983 4.190
H 1.461 -2.852 3.306
H -2.294 -3.518 3.276
H -2.982 -2.675 1.879
H -2.442 -1.743 3.277
H -0.950 -4.908 1.788
H 0.597 -4.450 1.068
H -2.156 -3.787 -0.129
H -1.060 -5.031 -0.743
H -0.862 -4.218 -3.122
H -0.304 -2.619 -3.663
H -1.933 -2.812 -3.000
H 1.289 -4.660 -1.642
H 1.935 -3.525 -0.424
H 2.002 -3.100 -2.135
C 4.276 1.393 -2.410
Ge 3.424 -0.351 -1.954
C 4.649 -1.388 -0.777
C 3.142 -1.323 -3.691
C 1.577 0.138 -1.348
H 5.255 1.229 -2.853
H 4.400 2.020 -1.532
H 3.665 1.933 -3.130
H 5.595 -1.528 -1.298
H 4.249 -2.362 -0.520
H 4.838 -0.842 0.141
H 3.773 -0.892 -4.462
H 2.107 -1.238 -4.010
H 3.401 -2.374 -3.606
H 1.414 0.950 -2.077
C 0.589 5.333 -0.060
N 0.626 3.993 0.487
C 1.807 3.265 0.080
C -0.589 3.215 0.346
C -0.948 2.676 -1.030
C -1.489 3.571 -1.948
C -1.876 3.165 -3.209
C -1.784 1.828 -3.547
C -1.249 0.930 -2.641
C -0.807 1.326 -1.374
H 1.480 5.866 0.274
H -0.288 5.866 0.308
H 0.574 5.347 -1.157
H 2.678 3.716 0.555
H 1.953 3.272 -1.007
H 1.718 2.222 0.396
H -1.423 3.824 0.712
H -0.458 2.350 0.996
H -1.607 4.604 -1.660
H -2.246 3.886 -3.921
H -2.118 1.483 -4.515
H -1.146 -0.109 -2.947
```

For the orbital gap (spin up / spin down), the calculation gives 0.2004 / 0.2468 hartree. For the HOMO energy (spin up / spin down), the calculation gives -8.8 / -10.2 eV. As for the charge: +1. Its spin multiplicity is 4.

Formula: C27H49BIN3O6P
Source: the OMol25 dataset
Level of theory: wB97M-V/def2-TZVPD

```
88
C27H49BIN3O6P | the OMol25 dataset | wB97M-V/def2-TZVPD
C 6.218 0.829 1.480
C 6.659 0.221 0.147
C 6.335 -1.271 -0.010
C 5.085 -1.559 -0.841
C 3.856 -0.815 -0.325
C 2.521 -1.362 -0.837
C 1.417 -1.005 0.138
N 0.083 -0.950 -0.510
C -0.930 -1.056 0.393
N -2.140 -1.418 0.053
C -3.186 -1.671 1.067
B -3.065 -3.183 1.577
O -2.419 -3.505 2.744
O -3.659 -4.100 0.758
C -2.532 -1.675 -1.336
C -3.575 -0.743 -1.922
C -3.895 -0.957 -3.260
C -4.846 -0.164 -3.881
C -5.487 0.846 -3.176
C -5.168 1.089 -1.843
C -5.825 2.192 -1.062
C -4.205 0.286 -1.233
N -0.652 -0.785 1.729
C -0.628 0.671 2.081
C -1.669 1.517 1.334
P -1.150 2.580 -0.037
O -1.396 3.998 0.266
O 0.393 2.269 -0.290
C 0.927 2.109 -1.620
C 1.346 3.446 -2.230
O -1.966 1.996 -1.265
C -2.182 2.846 -2.422
C -3.638 3.220 -2.543
C 0.484 -1.619 2.204
C 1.255 -1.025 3.366
C 2.098 -2.104 4.070
C 3.583 -1.781 4.103
I 4.013 -0.005 5.184
O 1.381 -1.967 1.149
H 6.771 1.743 1.688
H 6.375 0.141 2.310
H 5.160 1.099 1.474
H 6.210 0.792 -0.670
H 7.736 0.355 0.055
H 7.171 -1.793 -0.472
H 6.159 -1.699 0.981
H 4.861 -2.626 -0.794
H 5.268 -1.265 -1.877
H 3.847 -0.888 0.768
H 3.910 0.250 -0.556
H 2.566 -2.449 -0.919
H 2.262 -0.915 -1.797
H 1.620 -0.018 0.560
H 0.038 -1.678 -1.217
H -3.137 -0.937 1.863
H -4.143 -1.573 0.563
H -1.848 -4.278 2.688
H -3.363 -5.010 0.867
H -1.666 -1.659 -1.988
H -2.927 -2.694 -1.353
H -3.419 -1.750 -3.823
H -5.098 -0.336 -4.918
H -6.246 1.451 -3.653
H -6.779 2.480 -1.493
H -5.972 1.891 -0.025
H -5.167 3.062 -1.035
H -3.975 0.481 -0.196
H 0.358 1.116 1.966
H -0.880 0.715 3.137
H -2.522 0.914 1.032
H -2.045 2.256 2.041
H 1.805 1.482 -1.496
H 0.233 1.557 -2.251
H 1.191 4.245 -1.508
H 0.817 3.666 -3.154
H 2.410 3.436 -2.462
H -1.868 2.270 -3.292
H -1.561 3.738 -2.377
H -4.013 3.651 -1.618
H -3.722 3.983 -3.318
H -4.237 2.367 -2.856
H 0.054 -2.566 2.530
H 0.554 -0.600 4.080
H 1.917 -0.246 2.988
H 1.735 -2.235 5.088
H 2.004 -3.061 3.550
H 4.136 -2.573 4.598
H 3.979 -1.686 3.094
```

For the orbital gap, the calculation gives 0.3219 hartree. For the HOMO energy, the calculation gives -11.4 eV. As for the charge: +1. The SMILES is CCCCCC[C@H]1NC(N(CB(O)O)Cc2cccc(C)c2)=[N+](CCP(=O)(OCC)OCC)[C@H](CCCI)O1.

Formula: C27H49F2IN5O10S2
Source: the OMol25 dataset
Level of theory: wB97M-V/def2-TZVPD

```
96
C27H49F2IN5O10S2 | the OMol25 dataset | wB97M-V/def2-TZVPD
C 3.357 4.014 -0.839
C 3.835 3.393 0.568
C 4.448 1.910 0.477
N 3.495 0.862 0.002
C 2.295 0.761 0.929
C 1.023 1.565 0.411
C -0.334 0.690 0.129
C -1.447 1.896 0.250
N -1.008 3.170 -0.394
C -0.341 0.001 -1.320
I -1.647 0.929 -2.830
C 1.088 -0.157 -2.030
C 0.830 -1.048 -3.384
N -0.459 -0.300 1.292
C -1.864 -0.753 1.594
C -2.575 0.101 2.794
F -2.721 -0.898 0.465
C 0.597 -1.332 1.401
F 0.536 -1.797 2.798
C 0.573 -2.642 0.520
C -0.517 -3.769 0.846
C -1.735 -3.852 -0.228
C -3.136 -4.312 0.441
N -4.264 -3.394 0.095
C -4.562 -2.726 -1.171
C -5.814 -1.846 -0.999
C -6.275 -2.064 0.478
C -5.265 -3.057 1.103
C 2.127 -0.785 1.283
C 2.930 -1.048 2.677
O 4.329 -0.590 2.550
N 5.037 -1.118 3.590
O 6.042 -0.483 3.732
H 2.220 4.212 -0.748
H 3.867 5.038 -0.966
H 3.508 3.331 -1.740
H 4.656 4.094 0.978
H 2.994 3.412 1.359
H 5.316 1.960 -0.279
H 4.918 1.680 1.499
H 3.207 1.163 -0.939
H 2.671 1.280 1.896
H 0.750 2.316 1.251
H 1.342 2.142 -0.537
H -1.445 2.153 1.383
H -2.500 1.563 -0.013
H -1.683 3.444 -1.121
H -0.990 3.941 0.304
H -0.840 -1.036 -1.198
H 1.867 -0.740 -1.438
H 1.453 0.862 -2.416
H 1.696 -1.813 -3.448
H -0.113 -1.681 -3.198
H 0.783 -0.417 -4.326
H -0.260 0.341 2.104
H -1.864 -1.804 2.080
H -3.076 1.025 2.352
H -3.411 -0.566 3.205
H -1.817 0.329 3.623
H 1.586 -3.169 0.735
H 0.618 -2.488 -0.626
H -0.917 -3.725 1.932
H -0.002 -4.803 0.780
H -1.461 -4.694 -0.975
H -1.876 -2.901 -0.838
H -3.426 -5.386 0.158
H -2.955 -4.311 1.579
H -3.864 -2.884 -2.065
H -6.263 -1.179 -1.819
H -7.185 -1.585 0.960
H -5.335 -3.434 2.177
H 2.737 -1.375 0.497
H 3.006 -2.170 2.925
H 2.494 -0.433 3.549
C -4.778 3.581 4.696
C -3.790 3.859 5.818
O -2.506 3.846 5.192
S -2.653 4.396 3.673
O -2.299 5.782 3.658
O -2.064 3.434 2.785
O -4.267 4.283 3.561
H -4.809 2.515 4.452
H -5.784 3.927 4.936
H -3.840 3.112 6.610
H -3.948 4.853 6.247
C 4.049 -2.615 -7.090
C 4.513 -1.423 -7.913
O 3.515 -0.422 -7.709
S 2.907 -0.577 -6.213
O 3.574 0.358 -5.357
O 1.481 -0.661 -6.313
O 3.492 -2.057 -5.898
H 3.261 -3.170 -7.608
H 4.868 -3.293 -6.847
H 4.609 -1.661 -8.972
H 5.464 -1.033 -7.540
```

For the orbital gap, the calculation gives 0.2851 hartree. For the HOMO energy, the calculation gives -10.0 eV. As for the charge: +1.